Density functional theory data (ωB97M-V/def2-TZVPD) for a molecular structure, C14H14AlI2N5OS2.

Structure (ORCA input):
```
! RIJCOSX wB97M-V def2-TZVPD def2/J DEFGRID3
* xyz 0 1
Al 0.28860 0.24298 -0.68318
N 3.87321 -1.20261 1.04786
C 2.72500 -0.52143 0.75926
S 2.61090 0.17442 -0.84587
N 1.81634 -0.42250 1.67534
N 0.73344 0.30193 1.23691
C 0.11955 1.05666 2.07382
C -0.74050 2.13440 1.66829
C -1.41375 2.86511 2.65976
C -2.10916 4.01058 2.35662
C -2.10550 4.47797 1.04149
C -1.43133 3.79805 0.04978
C -0.76317 2.59981 0.32596
O -0.16298 1.94222 -0.64929
H 4.65759 -1.01676 0.44886
H 4.07315 -1.36419 2.02227
H 0.36245 0.95840 3.13100
H -1.36755 2.51189 3.68391
H -2.63372 4.55351 3.13113
H -2.63768 5.38772 0.79279
H -1.41898 4.16823 -0.96419
I 0.34451 0.25045 -3.61731
C -1.70810 0.75779 -3.96602
I -2.04625 2.83969 -4.17469
H -2.26710 0.38438 -3.11662
H -2.00101 0.29080 -4.89696
C 2.11715 -3.18567 -1.14258
C 0.75505 -3.04323 -0.54422
C 0.15914 -4.14501 0.05658
C -1.16401 -4.03359 0.44235
N -1.87577 -2.93120 0.25739
C -1.23814 -1.89059 -0.27197
S -2.01992 -0.39983 -0.53519
N 0.07350 -1.89240 -0.65607
H 2.12275 -4.06597 -1.78717
H 2.85984 -3.34678 -0.36110
H 2.39396 -2.30989 -1.71627
H 0.71153 -5.06502 0.18027
H -1.69304 -4.87031 0.88707
*
```

Orbital gap in eV: 7.68
E_HOMO in eV: -7.95
LUMO in eV: -0.275
F_max in eV/A: 0.9

Atom charges from the Mulliken analysis, given in e for atoms 1 to 2:
1. Al -0.103
2. N -0.418

---

Density functional theory data (ωB97M-V/def2-TZVPD) for a single C19H22N2O4S molecule.

Structure (ORCA input):
```
! RIJCOSX wB97M-V def2-TZVPD def2/J DEFGRID3
* xyz 0 1
C -5.79965 -1.43732 -1.31280
C -4.47276 -0.80041 -1.71517
O -4.25015 0.45207 -1.07847
C -3.32244 0.47078 -0.02579
C -3.76497 -0.35594 1.19190
C -2.95305 -0.02949 2.44776
N -1.55411 -0.34623 2.28823
C -0.66301 0.62160 1.96186
O -0.88831 1.81373 2.08012
C 0.64600 0.14552 1.49027
C 1.14749 -1.10621 1.27986
C 2.46358 -1.08138 0.77114
C 3.27409 -2.24564 0.44532
O 2.93434 -3.40650 0.56133
N 4.52888 -1.92386 -0.03323
C 5.04248 -0.66365 -0.21597
C 6.33608 -0.48390 -0.70676
C 6.83860 0.78697 -0.88468
C 6.06494 1.90375 -0.57890
C 4.78707 1.74460 -0.09420
C 4.25669 0.46560 0.09502
C 2.94640 0.20796 0.59635
S 1.77973 1.39032 1.05941
O -2.05853 -0.00147 -0.41371
C -1.42398 0.69628 -1.47790
C -1.20392 2.18504 -1.22950
H -5.79541 -1.74237 -0.27017
H -5.98289 -2.31137 -1.93261
H -6.60540 -0.72362 -1.46191
H -4.48892 -0.58963 -2.79065
H -3.63619 -1.47693 -1.50916
H -3.27547 1.53298 0.25684
H -4.81650 -0.13697 1.37860
H -3.65497 -1.41610 0.95432
H -3.00976 1.03829 2.67121
H -3.34982 -0.59677 3.29554
H -1.34752 -1.28682 1.99133
H 0.63250 -2.02980 1.47197
H 5.11923 -2.71355 -0.26664
H 6.93692 -1.34978 -0.94412
H 7.84074 0.91610 -1.26418
H 6.47034 2.89316 -0.72239
H 4.17254 2.59816 0.14937
H -0.46491 0.18037 -1.58035
H -1.99899 0.55725 -2.40307
H -2.12940 2.73996 -1.36096
H -0.83393 2.35719 -0.22184
H -0.47368 2.55799 -1.94260
*
```

SMILES: CCOC(CCNC(=O)c1cc2c(=O)[nH]c3ccccc3c2s1)OCC
Orbital gap in eV: 8.12
ΔE to the lowest compared entry with this formula, charge and spin in eV: 0.000
E_HOMO in eV: -8.34
LUMO in eV: -0.222
F_max in eV/A: 0.8

Atom charges from the Mulliken analysis, given in e for atoms 1 to 2:
1. C -1.243
2. C -0.268

---

Density functional theory data (ωB97M-V/def2-TZVPD) for a molecular structure, C26H45LaN3P2 at a distorted geometry.

Structure (ORCA input):
```
! RIJCOSX wB97M-V def2-TZVPD def2/J DEFGRID3
* xyz 1 1
La -0.61858 -0.43230 -1.02250
C -2.51153 1.75516 0.75531
C -3.02789 0.85808 -0.22546
C -2.61072 -0.33079 1.71273
C -2.30679 1.03139 1.95432
C -3.08482 -0.44809 0.37190
C -2.30661 3.21111 0.58002
H -2.16440 3.47110 -0.47710
H -1.41721 3.55538 1.12927
H -3.16805 3.79159 0.95044
C -1.94693 1.62002 3.26342
H -1.38474 2.55280 3.13428
H -1.33058 0.93535 3.85716
H -2.83857 1.85986 3.86420
C -2.49237 -1.45226 2.67498
H -3.47343 -1.89991 2.90108
H -2.05076 -1.11554 3.62152
H -1.84678 -2.25679 2.28005
C -3.54803 -1.69512 -0.29678
H -4.63200 -1.64725 -0.49285
H -3.36754 -2.57519 0.33584
H -3.06562 -1.88684 -1.27895
C -3.48587 1.24386 -1.58970
H -4.40334 1.85499 -1.52923
H -3.72474 0.36998 -2.21353
H -2.74138 1.85738 -2.12894
C 1.39551 0.58308 -1.89067
C 0.34394 1.42432 -2.22459
C -0.11505 1.58942 -3.66301
C -1.03879 0.48733 -4.24768
C -1.19024 -0.78171 -3.42944
C -0.11343 -1.60137 -3.13639
C 1.28965 -1.33735 -3.65890
C 2.12550 -0.26141 -2.91441
H 0.75433 1.69521 -4.33040
H -0.66827 0.23874 -5.25763
H -0.64862 2.54966 -3.72937
H 2.59009 0.38580 -3.67551
H 1.87360 0.63552 -0.89534
H -0.02331 2.18586 -1.50771
H 2.96877 -0.76301 -2.41525
H 1.84719 -2.28867 -3.61837
H -0.26807 -2.61342 -2.72662
H 1.24997 -1.06535 -4.72660
H -2.04134 0.91721 -4.40205
H -2.22487 -1.14711 -3.33606
P 2.33416 2.91723 1.22747
C 1.77772 3.31437 2.93560
H 2.45545 4.03397 3.41513
H 1.73440 2.36978 3.50000
H 0.76486 3.73650 2.88194
C 3.95578 2.15398 1.64693
H 4.66371 2.92135 1.98798
H 4.34115 1.66764 0.74162
H 3.81204 1.38963 2.42125
C 2.91501 4.56721 0.66379
H 3.35697 4.44867 -0.33544
H 3.65842 4.98416 1.35623
H 2.04979 5.23869 0.58051
P 0.90658 -3.66821 0.19027
C 0.25938 -5.30773 -0.31380
H 1.08136 -6.02283 -0.45095
H -0.27183 -5.16515 -1.26497
H -0.45624 -5.67385 0.43361
C 2.58523 -3.76944 -0.55496
H 2.52454 -3.44598 -1.60385
H 2.96188 -4.80149 -0.50094
H 3.26066 -3.08879 -0.01990
C 1.33392 -3.98659 1.94576
H 1.77333 -4.98590 2.07404
H 0.41995 -3.89761 2.54917
H 2.03817 -3.21648 2.28814
N 0.79542 -0.45490 0.92865
C 1.06696 -0.15568 2.05079
N 1.39686 0.23080 3.21548
C 1.09712 -0.43963 4.31942
N 0.84998 -0.95445 5.34556
*
```

Orbital gap (spin up / spin down) in eV: 4.87 / 4.86
E_HOMO (spin up / spin down) in eV: -9.85 / -9.85
LUMO (spin up / spin down) in eV: -4.986 / -4.987
F_max in eV/A: 11.5

Atom charges from the Mulliken analysis, given in e for atoms 1 to 2:
1. La 0.347
2. C 0.467

---

Density functional theory data (ωB97M-V/def2-TZVPD) for a molecular structure, C4H9FN at a distorted geometry.

Structure (ORCA input):
```
! RIJCOSX wB97M-V def2-TZVPD def2/J DEFGRID3
* xyz 1 1
C -0.39492 -0.72070 1.00966
C -1.91042 -1.99814 1.03589
C 0.46629 0.18611 0.38441
C 0.71125 0.50008 -1.06317
N 1.26296 1.87980 -1.11979
F 1.42834 0.73403 1.20204
H -0.21763 -0.86054 2.08492
H -2.69968 -1.38820 0.49729
H -1.81284 -3.01285 0.43782
H -2.09115 -2.17936 2.18901
H -0.23260 0.32436 -1.62208
H 1.52558 -0.13041 -1.48772
H 1.81383 2.15298 -0.37002
H 0.51894 2.65421 -1.13562
H 1.63206 1.85863 -2.04263
*
```

Orbital gap in eV: 9.72
ΔE to the lowest compared entry with this formula, charge and spin in eV: 3.895
E_HOMO in eV: -13.57
LUMO in eV: -3.850
F_max in eV/A: 5.3

Atom charges from the Mulliken analysis, given in e for atoms 1 to 2:
1. C -0.461
2. C -0.665

---

Density functional theory data (ωB97M-V/def2-TZVPD) for a molecular structure, C3H2S2 at a distorted geometry.

Structure (ORCA input):
```
! RIJCOSX wB97M-V def2-TZVPD def2/J DEFGRID3
* xyz 0 1
C 0.03557 -0.22355 -0.28802
C 0.01015 -1.74800 -0.66924
C 0.64077 -0.58577 -1.58129
S 1.70929 -1.97569 -1.13051
S -0.81513 -1.49312 -2.24920
H -1.05409 0.19154 -0.19245
H 0.71152 -0.10264 0.57302
*
```

Orbital gap in eV: 8.69
ΔE to the lowest compared entry with this formula, charge and spin in eV: 1.725
E_HOMO in eV: -9.06
LUMO in eV: -0.378
F_max in eV/A: 2.7

Atom charges from the Mulliken analysis, given in e for atoms 1 to 2:
1. C -0.480
2. C 0.067

---

Density functional theory data (ωB97M-V/def2-TZVPD) for 3 unconnected molecules or ions with the total composition C4H10N2O2 at a distorted geometry.

Structure (ORCA input):
```
! RIJCOSX wB97M-V def2-TZVPD def2/J DEFGRID3
* xyz -1 2
C 1.05122 1.44234 0.21301
C -0.34192 1.26062 -0.28147
C -0.91505 1.61125 -1.47255
N -2.16657 1.05289 -1.56446
C -2.29903 0.29016 -0.53073
N -1.22737 0.41260 0.30540
H 1.06623 2.32993 0.85974
H 1.59101 0.60697 0.65718
H 1.73460 1.79174 -0.56920
H -0.66591 2.36560 -2.19655
H -3.11431 -0.32150 -0.19056
H -1.07246 -0.06662 1.17493
H 1.44102 -1.33948 -0.89583
H 1.12020 -2.82364 -1.14444
O 1.30781 -2.18260 -0.43704
H 0.85858 -2.88901 1.77847
H 0.62617 -1.39324 1.91719
O 1.00580 -2.14800 2.37693
*
```

Orbital gap (spin up / spin down) in eV: 3.20 / 9.11
ΔE to the lowest compared entry with this formula, charge and spin in eV: 1.426
Expectation value of S²: 0.75
E_HOMO (spin up / spin down) in eV: 0.73 / -5.51
LUMO (spin up / spin down) in eV: 3.925 / 3.608
F_max in eV/A: 1.8

Atom charges from the Mulliken analysis, given in e for atoms 1 to 2:
1. C -1.904
2. C 0.893

---

Density functional theory data (ωB97M-V/def2-TZVPD) for a molecular structure, C25H23ClN2O9PdS3 at a distorted geometry.

Structure (ORCA input):
```
! RIJCOSX wB97M-V def2-TZVPD def2/J DEFGRID3
* xyz 0 1
Pd 1.06828 0.75403 -1.44288
O 2.20065 -2.25621 2.39748
S 2.14923 -0.87043 1.98903
O 2.19061 0.10909 3.05380
O 2.79909 -0.53519 0.76409
C 0.22381 -0.82400 1.69605
C -0.34045 -1.26156 2.99221
C -1.63982 -1.18668 3.38806
C -2.72679 -0.88673 2.55093
C -2.65743 -0.42309 1.25612
C -1.52534 0.07127 0.58552
S -1.98544 0.90109 -1.02622
O -3.40414 1.11245 -0.88497
O -1.58571 0.01199 -2.09641
O -1.16348 2.08615 -0.93192
H 0.37988 -1.67442 3.68894
H -1.86483 -1.53450 4.38929
H -3.71669 -1.10166 2.93782
H -3.55951 -0.41210 0.65843
C -0.52296 1.76776 4.65108
C -1.22872 2.19175 3.37139
N -0.26315 2.58219 2.33859
C 0.24005 3.95802 2.42204
C -0.59182 4.88092 1.54706
C 0.20165 1.76826 1.41417
S 1.45545 2.15482 0.37920
N -0.43797 0.48560 1.32734
C -0.07068 -1.57001 0.33398
O 0.57568 -1.06719 -0.59376
C -0.47686 -2.98041 0.13225
C -0.93031 -3.80614 1.15987
C -1.30083 -5.11230 0.88881
C -1.22886 -5.59836 -0.40901
C -0.78002 -4.77887 -1.43719
C -0.40613 -3.47484 -1.17264
H -1.24864 1.37298 5.36427
H -0.01984 2.61313 5.12123
H 0.22691 1.00382 4.44396
H -1.86015 3.06411 3.54529
H -1.86241 1.40497 2.97805
H 1.28806 3.96677 2.12965
H 0.20082 4.24676 3.47204
H -0.50644 4.58775 0.50082
H -0.24757 5.90923 1.65658
H -1.64512 4.84074 1.82863
H -0.95914 -3.45441 2.18017
H -1.63602 -5.75363 1.69303
H -1.51846 -6.62007 -0.61869
H -0.72414 -5.15713 -2.44914
H -0.06793 -2.81911 -1.96348
Cl 2.92116 0.74329 -8.44961
C 2.58562 0.42002 -6.77225
C 2.51756 -0.92204 -6.32949
C 2.26521 -1.21400 -5.02521
C 2.05552 -0.18503 -4.05428
O 1.88839 -0.51571 -2.83259
C 2.10254 1.15954 -4.52524
C 1.88498 2.28178 -3.69882
O 1.47728 2.35016 -2.51673
C 2.39045 1.43113 -5.89292
H 2.67122 -1.71734 -7.04766
H 2.22224 -2.23716 -4.67734
H 2.08155 3.25837 -4.15204
H 2.43994 2.46038 -6.22676
*
```

Orbital gap in eV: 5.11
ΔE to the lowest compared entry with this formula, charge and spin in eV: 4.832
E_HOMO in eV: -8.12
LUMO in eV: -3.013
F_max in eV/A: 4.0

Atom charges from the Mulliken analysis, given in e for atoms 1 to 2:
1. Pd 0.888
2. O -0.668

---

Density functional theory data (ωB97M-V/def2-TZVPD) for a single C11H22NO5PS2 molecule.

Structure (ORCA input):
```
! RIJCOSX wB97M-V def2-TZVPD def2/J DEFGRID3
* xyz 0 1
C 1.92183 -4.02342 -2.71678
C 2.61272 -2.85439 -2.03836
O 2.03695 -2.56994 -0.76552
P 0.75927 -1.60822 -0.60629
S -0.89723 -2.12209 -1.48629
O 0.60377 -1.57418 0.96394
C 1.67999 -1.26886 1.86365
C 2.26893 -2.54079 2.44169
S 1.58064 0.29883 -1.17334
C 0.15565 0.96647 -2.07194
C -0.83508 1.80041 -1.26671
O -1.53722 2.60680 -1.83830
N -0.88313 1.53622 0.04756
C -1.83251 2.12706 0.97225
C -3.25950 1.70679 0.59693
C -1.70475 3.66417 0.99743
C -0.30271 4.12957 1.37251
C -1.49344 1.58616 2.35273
O -0.54496 0.88397 2.59735
O -2.35651 1.97848 3.28391
H 2.42359 -4.24817 -3.65378
H 0.88175 -3.78014 -2.91906
H 1.95476 -4.89993 -2.07469
H 2.56969 -1.95922 -2.66838
H 3.66113 -3.08707 -1.82875
H 2.44414 -0.69083 1.33390
H 1.22872 -0.64803 2.64057
H 1.49294 -3.11597 2.93995
H 3.04283 -2.28751 3.16134
H 2.70017 -3.14855 1.65048
H -0.39690 0.11890 -2.49638
H 0.54755 1.57478 -2.88625
H -0.25341 0.85886 0.46104
H -3.33536 0.62162 0.57121
H -3.97011 2.10099 1.31698
H -3.48926 2.09668 -0.39081
H -1.95760 4.02882 0.00189
H -2.43332 4.05281 1.70969
H -0.25731 5.21546 1.35539
H 0.42978 3.74694 0.66557
H -0.02667 3.79044 2.36947
H -2.11398 1.61506 4.15080
*
```

SMILES: CCOP(=S)(OCC)SCC(=O)N[C@](C)(CC)C(=O)O
Orbital gap in eV: 9.60
ΔE to the lowest compared entry with this formula, charge and spin in eV: 0.002
E_HOMO in eV: -9.09
LUMO in eV: 0.507
F_max in eV/A: 0.9

Atom charges from the Mulliken analysis, given in e for atoms 1 to 2:
1. C -1.034
2. C -0.323